This record from OMol25 describes a single C6H13NO molecule. The level of theory is ωB97M-V with the def2-TZVPD basis set.

E, a.u.: -366.3771
HOMO level, Ha: -0.29877
SMILES: CNCC(O)=C(C)C
Relative energy (zero: lowest compared OMol25 entry of this formula, charge and spin), eV: 1.546
E_LUMO, Ha: 0.031
Gap between HOMO and LUMO, eV: 9.0
Molecular weight, g mol⁻¹: 115.2

Last column: Mulliken charge in e.
Positions of all 21 atoms, in Å:
C 2.0300 -1.3402 0.6714  -0.85
N 0.6691 -1.8610 0.6359  -0.30
C -0.3110 -0.9610 1.2498  -1.34
C -0.3098 0.4483 0.6820  0.57
O 0.2225 1.4298 1.5086  -0.53
C -0.7345 0.7918 -0.5522  0.89
C -0.5829 2.1914 -1.0919  -1.30
C -1.3601 -0.1669 -1.5292  -1.49
H 2.1502 -0.4613 0.0292  0.28
H 2.3382 -1.0869 1.6903  0.29
H 2.7170 -2.1062 0.2981  0.32
H 0.4050 -2.0148 -0.3359  0.32
H -1.3108 -1.3992 1.1477  0.32
H -0.1311 -0.9356 2.3319  0.51
H 0.4206 1.0396 2.3770  0.33
H 0.0101 2.8429 -0.4430  0.33
H -0.0735 2.1628 -2.0617  0.32
H -1.5647 2.6544 -1.2290  0.31
H -0.6679 -0.3694 -2.3529  0.30
H -1.6399 -1.1230 -1.0801  0.33
H -2.2764 0.2646 -1.9461  0.39